Molecular formula: C20H23N2O
Method: DFT, ωB97M-V/def2-TZVPD

## Properties
Total charge   +1
Energy above the lowest of the compared OMol25 structures with the same formula, charge and spin   22.4 kcal/mol
Orbital gap   6.5 eV
Spin multiplicity   1
E_tot   -26133.109 eV
LUMO energy   -4.98 eV
Maximum force   2.2 eV Å⁻¹

Geometry (Å):
C  -5.988  0.420  1.049
C  -4.944  -0.267  1.531
C  -3.686  -0.488  0.715
N  -2.583  0.420  1.027
H  -6.923  0.520  1.604
H  -5.920  0.921  0.077
H  -4.927  -0.724  2.529
H  -3.358  -1.539  0.831
H  -3.946  -0.263  -0.327
H  -2.430  0.494  2.029
H  -1.717  0.136  0.580
C  1.653  -6.007  -0.267
O  1.104  -5.274  -1.381
C  0.804  -3.960  -1.211
C  1.041  -3.239  -0.014
C  0.785  -1.879  0.019
C  0.226  -1.191  -1.081
C  -0.007  0.230  -1.004
C  0.923  1.099  -0.436
C  0.755  2.543  -0.307
C  -0.258  3.415  -0.683
C  -0.070  4.790  -0.459
C  1.110  5.278  0.138
C  2.136  4.395  0.528
C  1.922  3.043  0.304
N  2.790  1.962  0.526
C  4.120  2.088  1.089
C  2.216  0.810  0.088
C  -0.059  -1.946  -2.253
C  0.254  -3.285  -2.330
H  1.788  -7.015  -0.659
H  2.619  -5.585  0.046
H  0.955  -6.019  0.582
H  1.455  -3.734  0.864
H  1.016  -1.323  0.926
H  -0.853  0.666  -1.541
H  -1.158  3.007  -1.141
H  -0.848  5.496  -0.757
H  1.232  6.348  0.302
H  3.063  4.734  0.988
H  4.294  3.145  1.307
H  4.214  1.502  2.013
H  4.884  1.736  0.382
H  2.721  -0.152  0.126
H  -0.502  -1.444  -3.113
H  0.099  -3.865  -3.236